Arrangement A

The following is a quantum chemistry calculation of a single C2H3FO molecule, from OMol25.

```
7
Properties=species:S:1:pos:R:3:lowdin_charge:R:1
F 1.6658 0.4801 0.1652 -0.02
C 0.5100 -0.0337 -0.4860 -0.29
C -0.6489 -0.0013 0.4123 -0.06
O -0.0242 -1.2614 -0.0162 0.01
H 0.5082 0.3107 -1.4994 0.15
H -0.4583 0.3815 1.4609 0.14
H -1.5526 0.1240 -0.0367 0.07
```

Properties
* SMILES: F[C@@H]1CO1
* net charge: 0
* HOMO-LUMO gap: 0.4596 hartree
* LUMO level: 1.1 eV

---

Arrangement B

The following is a quantum chemistry calculation of a single C2H3FO molecule, from OMol25.

```
7
Properties=species:S:1:pos:R:3:lowdin_charge:R:1
O 1.7941 -0.0012 -0.1032 0.10
C 0.6675 -0.2044 0.0963 -0.29
C -0.6049 0.5987 0.0561 -0.19
F -1.5053 -0.3974 -0.1014 -0.05
H 0.3639 -1.2635 0.5201 0.15
H -0.7878 1.1499 1.0595 0.15
H -0.7565 1.3338 -0.7559 0.13
```

Properties
* SMILES: O=CCF
* net charge: 0
* HOMO-LUMO gap: 0.4107 hartree
* LUMO level: 1.0 eV

---

Which is most stable, and by how much? arrangement B, by 54.8 kJ/mol.

---

Arrangement A

The following is a quantum chemistry calculation of a single C3H5NO3S molecule, from OMol25.

```
13
Properties=species:S:1:pos:R:3:lowdin_charge:R:1
C 1.4558 -0.8914 0.4042 -0.76
C -1.3916 -1.1855 0.6418 -0.52
C 0.1150 0.9813 -0.6010 -0.43
N 1.1710 0.1714 -0.5537 0.14
O 2.5945 -1.1275 0.6813 0.02
O -0.4725 1.2411 -1.7672 0.17
O -0.2541 1.7282 0.4490 0.14
S 0.1148 -1.7799 1.1690 0.87
H -1.8780 -0.4778 1.2916 -0.04
H -2.0212 -1.8997 0.1386 -0.04
H 1.5533 -0.0768 -1.4599 0.17
H -1.2046 1.8613 -1.6430 0.15
H 0.2175 1.4553 1.2493 0.14
```

Properties
* net charge: 0
* HOMO-LUMO gap: 0.2528 hartree
* LUMO level: 0.0 eV

---

Arrangement B

The following is a quantum chemistry calculation of a molecular structure, C3H5NO3S, from OMol25.

```
13
Properties=species:S:1:pos:R:3:lowdin_charge:R:1
C 1.9615 -0.8794 -0.1621 -0.06
C 0.2772 0.6613 0.2938 -0.57
C -1.0182 1.1706 -0.0152 -0.51
H 1.5265 -2.0235 0.4601 0.17
H 2.3139 0.1360 0.7541 0.21
H 2.5444 -1.0590 -1.2266 0.12
H -2.9929 1.0487 -0.4868 0.18
H -0.9268 -1.6162 -0.5645 0.05
N -2.1875 0.5009 -0.0059 -0.40
O 0.6672 -0.3326 -0.4157 -0.18
O 0.8830 1.0857 1.2552 0.11
O -0.9202 2.3612 -0.3018 0.12
S -2.1280 -1.0538 0.4153 0.76
```

Properties
* net charge: 0
* HOMO-LUMO gap: 0.3524 hartree
* LUMO level: 0.1 eV

---

Which is most stable, and by how much? arrangement A, by 183.9 kJ/mol.

---

Arrangement A

The following is a quantum chemistry calculation of 2 unconnected molecules or ions with the total composition C9H8NO2S, from OMol25.

```
21
Properties=species:S:1:pos:R:3:lowdin_charge:R:1
C 2.8188 1.2857 -0.9661 -0.15
C 2.1664 1.7022 0.1650 -0.12
C 2.1876 0.3952 -1.7890 -0.09
C 1.0412 1.0326 0.5650 -0.03
C 0.8739 -0.0562 -1.4607 -0.06
C 0.2723 0.1872 -0.2618 -0.23
C -3.0273 -0.4489 1.0463 -0.13
C -3.3053 -1.0942 -0.1092 -0.36
C -0.9514 -0.4729 0.1441 -0.49
N -1.7133 -0.0842 1.1727 -0.29
O -1.3602 0.5580 2.2114 -0.14
O 0.0439 -2.3202 1.0155 -0.43
S -1.8451 -1.3440 -1.0514 1.04
H 3.7964 1.6901 -1.3345 0.11
H 2.8219 2.2345 0.9375 0.12
H 2.6772 -0.0541 -2.5827 0.07
H 0.4645 1.1617 1.5354 0.12
H 0.4271 -0.8558 -2.0296 0.07
H -3.8088 -0.1050 1.6730 0.11
H -4.1297 -1.3143 -0.6778 0.01
H 0.5498 -2.0974 1.7970 -0.12
```

Properties
* net charge: -1
* HOMO-LUMO gap: 0.2203 hartree
* LUMO level: 3.1 eV

---

Arrangement B

The following is a quantum chemistry calculation of a gas-phase ion, C9H8NO2S (charge -1), from OMol25.

```
21
Properties=species:S:1:pos:R:3:lowdin_charge:R:1
C -1.1176 1.6620 -0.0279 -0.04
C 0.0749 0.8800 -0.6822 -0.31
C 1.1191 1.8466 -0.5440 -0.30
N 1.8149 2.7564 -0.4159 0.16
C 0.3347 -0.4610 0.1309 -0.30
C 1.5880 -0.1189 0.9020 -0.22
C 2.6578 -0.6980 0.4701 -0.44
S 2.4420 -1.3074 -1.1778 0.88
C 0.6610 -1.5822 -0.8456 -0.49
C -0.2343 -2.4741 -1.3152 0.02
C -1.6553 -2.7540 -0.4382 -0.69
O -1.5124 -2.3056 0.7003 -0.06
O -2.5716 -3.3405 -1.0275 -0.06
H -2.0504 1.2289 0.1233 0.04
H -1.0834 2.8009 -0.3309 0.11
H -0.7392 1.5871 1.0907 0.12
H -0.0353 0.4286 -1.7094 0.15
H -0.5500 -0.6091 0.7005 0.10
H 1.5923 0.3293 1.9292 0.13
H 3.5467 -1.1356 1.0540 0.10
H 0.1729 -3.3468 -1.7823 0.07
```

Properties
* SMILES: C[C@@H](C#N)[C@@H]1C=CS/C1=C/C(=O)[O-]
* net charge: -1
* HOMO-LUMO gap: 0.2898 hartree
* LUMO level: 3.1 eV

---

Which is most stable, and by how much? arrangement B, by 178.6 kJ/mol.

---

Arrangement A

The following is a quantum chemistry calculation of 2 unconnected molecules or ions with the total composition C10H13NO, from OMol25.

```
25
Properties=species:S:1:pos:R:3:lowdin_charge:R:1
C 1.7578 -0.5833 -2.7853 -0.06
C 0.6642 -0.2743 -1.8717 -0.25
C -0.0676 0.8722 -1.9755 -0.07
N -1.1477 0.9532 -1.1004 0.11
C -0.9427 -0.1979 -0.2699 -0.21
C -1.6691 -0.5076 0.8362 -0.09
C -1.2658 -1.5517 1.6390 -0.11
C -0.1986 -2.3605 1.1896 -0.11
C 0.4440 -2.1777 -0.0177 -0.03
C 0.1190 -1.0237 -0.7738 -0.10
H 1.3703 -1.0029 -3.6652 0.06
H 2.3927 -1.4178 -2.4310 0.09
H 2.4144 0.2695 -2.9404 0.09
H 0.0298 1.5222 -2.8474 0.13
H -1.9778 1.4279 -1.2058 0.11
H -2.4399 0.2008 1.2804 0.13
H -1.7649 -1.6743 2.5679 0.09
H 0.1756 -3.1302 1.9462 0.12
H 1.2221 -2.8697 -0.2235 0.09
C -0.0600 1.9584 2.2671 -0.12
O 0.9644 2.7371 1.5649 -0.15
H -0.8516 1.9555 1.6329 0.02
H -0.3261 2.3114 3.1382 0.01
H 0.5459 0.8977 2.4185 0.16
H 0.6118 3.6657 1.6270 0.09
```

Properties
* SMILES: Cc1c[nH]c2ccccc12.CO
* net charge: 0
* HOMO-LUMO gap: 0.3135 hartree
* LUMO level: 0.9 eV

---

Arrangement B

The following is a quantum chemistry calculation of 2 unconnected molecules or ions with the total composition C10H13NO, from OMol25.

```
25
Properties=species:S:1:pos:R:3:lowdin_charge:R:1
C -2.8262 0.4741 1.9614 -0.06
C -1.7038 0.3423 1.0207 -0.21
C -1.7389 0.1342 -0.3234 -0.06
N -0.4723 0.1741 -0.8813 0.07
C 0.4475 0.2055 0.1336 -0.22
C 1.8389 0.2066 0.1202 -0.02
C 2.4815 0.4555 1.3473 -0.09
C 1.7603 0.3262 2.5561 -0.12
C 0.3965 0.3496 2.5944 -0.04
C -0.2605 0.3597 1.3633 -0.12
H -3.3636 1.4170 1.8782 0.08
H -2.4900 0.5008 3.0021 0.07
H -3.5925 -0.3099 2.0420 0.08
H -2.5675 -0.0113 -0.9691 0.11
H -0.1519 0.5317 -1.7681 0.12
H 2.3316 0.3440 -0.8442 0.11
H 3.5442 0.6699 1.3991 0.09
H 2.3514 0.3123 3.4655 0.10
H -0.1242 0.3992 3.5503 0.11
C 0.6206 -1.5188 -3.4476 -0.08
O 0.7282 -0.0241 -3.5944 -0.17
H -0.3136 -1.7835 -2.9684 0.07
H 1.3893 -1.8191 -2.7243 0.07
H 1.0552 -1.8146 -4.3743 0.07
H 0.6597 0.0787 -4.5389 0.05
```

Properties
* SMILES: Cc1c[nH]c2ccccc12.CO
* net charge: 0
* HOMO-LUMO gap: 0.3070 hartree
* LUMO level: 0.7 eV

---

Which is most stable, and by how much? arrangement B, by 80.6 kJ/mol.

---

Arrangement A

The following is a quantum chemistry calculation of a single C10H13NO molecule, from OMol25.

```
25
Properties=species:S:1:pos:R:3:lowdin_charge:R:1
C 1.9314 3.1868 1.5375 -0.09
O 1.4908 2.0332 2.2091 -0.16
C 0.6989 1.0319 1.6215 -0.20
C 0.5680 -0.2259 2.3562 0.01
C 0.0251 -1.2689 1.5250 -0.07
C -0.2767 -1.1789 0.1960 -0.20
C -0.0792 0.0176 -0.4394 -0.23
C 0.3882 1.1475 0.2090 0.02
C -0.3573 0.1534 -1.9200 -0.20
N -0.7505 -1.0462 -2.7340 -0.08
C -1.7220 -1.6950 -1.8741 -0.28
C -1.0878 -2.3101 -0.5561 -0.12
H 2.1703 3.8805 2.4099 0.12
H 2.7349 2.9034 0.8616 0.09
H 0.9791 3.4923 1.0490 0.08
H 1.0466 -0.4529 3.3775 0.13
H -0.1438 -2.2600 2.0732 0.13
H 0.4432 2.1786 -0.2367 0.12
H 0.4836 0.4723 -2.6724 0.15
H -1.1974 0.9953 -1.8097 0.16
H 0.1958 -1.6143 -2.6454 0.15
H -2.4280 -0.9571 -1.4982 0.10
H -2.4292 -2.5528 -2.3450 0.15
H -2.0026 -2.6139 0.0589 0.12
H -0.6815 -3.3169 -0.7535 0.10
```

Properties
* SMILES: COc1ccc2c(c1)CNCC2
* net charge: 0
* HOMO-LUMO gap: 0.3395 hartree
* LUMO level: 0.9 eV

---

Arrangement B

The following is a quantum chemistry calculation of 2 unconnected molecules or ions with the total composition C10H13NO, from OMol25.

```
25
Properties=species:S:1:pos:R:3:lowdin_charge:R:1
C 1.1903 1.4374 2.9043 -0.06
C 0.4370 0.9163 1.7157 -0.24
C -0.1946 -0.2780 1.7521 -0.05
N -0.7405 -0.5831 0.4850 0.09
C -0.4616 0.4952 -0.3178 -0.24
C -0.7825 0.7163 -1.6497 -0.03
C -0.4839 1.9497 -2.1880 -0.11
C 0.0800 2.9748 -1.4120 -0.11
C 0.4929 2.7549 -0.0973 -0.01
C 0.2538 1.4579 0.3933 -0.15
H 2.1801 1.8613 2.7114 0.07
H 1.3343 0.6570 3.6490 0.07
H 0.6649 2.2748 3.3780 0.07
H -0.2444 -1.0270 2.5230 0.12
H -0.9854 -1.5002 0.1197 0.11
H -1.3815 -0.0412 -2.1462 0.11
H -0.8679 2.2712 -3.1460 0.09
H 0.0799 3.9717 -1.8320 0.09
H 0.9292 3.4811 0.5704 0.10
C 0.0895 -4.1186 -1.2911 -0.13
O -0.9180 -3.1495 -1.0050 -0.15
H 0.0602 -4.4589 -2.3224 0.08
H 0.0204 -4.9247 -0.5510 0.08
H 1.0367 -3.6345 -1.0553 0.08
H -1.7889 -3.5037 -1.1884 0.08
```

Properties
* SMILES: Cc1c[nH]c2ccccc12.CO
* net charge: 0
* HOMO-LUMO gap: 0.2985 hartree
* LUMO level: 0.6 eV

---

Which is most stable, and by how much? arrangement B, by 260.5 kJ/mol.

---

Arrangement A

The following is a quantum chemistry calculation of a gas-phase ion, CH4NO2S (charge -1), from OMol25.

```
9
Properties=species:S:1:pos:R:3:lowdin_charge:R:1
C -0.9740 0.6866 -0.0357 -0.16
S 0.7904 -0.0146 -0.2224 0.59
N 0.3342 -1.9963 0.2026 -0.23
O 1.5646 0.4503 1.0016 -0.51
O 1.1919 0.4719 -1.5184 -0.45
H -1.4716 -0.0039 0.5432 0.00
H -1.1086 1.6808 0.0955 0.00
H -1.2396 0.5526 -1.0216 0.00
H 0.9128 -1.8274 0.9550 -0.23
```

Properties
* SMILES: C[S@](=N)(=O)[O-]
* net charge: -1
* HOMO-LUMO gap: 0.2799 hartree
* LUMO level: 4.3 eV

---

Arrangement B

The following is a quantum chemistry calculation of a molecular structure, CH4NO2S, from OMol25.

```
9
Properties=species:S:1:pos:R:3:lowdin_charge:R:1
C 0.9790 0.0572 0.1097 -0.21
N 0.8219 1.0285 0.8579 0.00
O -4.2306 -0.1538 0.4529 -0.65
O -1.8264 -0.4117 0.3525 -0.65
S -2.9864 0.2683 -0.1965 0.47
H 1.8959 -0.1722 -0.4043 0.03
H 0.0846 -0.4972 -0.3306 0.06
H -3.1995 -0.4575 -1.7256 -0.08
H -0.1030 1.0104 1.3565 0.04
```

Properties
* net charge: -1
* HOMO-LUMO gap: 0.2675 hartree
* LUMO level: 4.1 eV

---

Which is most stable, and by how much? arrangement B, by 125.3 kJ/mol.